# 1
Entry from the OMol25 dataset: a 8-piece molecular cluster, C39H65F2N5O21 overall at a distorted geometry (the ωB97M-V functional and the def2-TZVPD basis).

* F_max: 1.50 eV/A
* SMILES: [H]/N=C(/N)NCCCCc1cc(CC=C)c(F)c2nc([C@@H](C)F)cnc12.COC(=O)OC.COC(=O)OC.COC(=O)OC.COC(=O)OC.COC(=O)OC.COC(=O)OC.COC(=O)OC
* frontier orbital gap: 8.4 eV

```
! RIJCOSX wB97M-V def2-TZVPD def2/J DEFGRID3
* xyz 0 1
C -3.5554 -5.5099 2.1213
C -2.6525 -5.1228 1.2142
C -3.0262 -4.6616 -0.1613
C -2.7609 -3.1895 -0.3619
C -1.6872 -2.5423 0.2942
C -1.4424 -1.2065 0.1239
C -0.3059 -0.5420 0.8527
C -0.7980 0.3486 1.9918
C -1.6513 -0.4137 3.0293
C -3.0633 0.1653 3.1667
N -4.0543 -0.7468 2.5999
C -5.3556 -0.1796 2.4176
N -6.0408 0.4246 3.2940
N -5.8907 -0.3531 1.1318
C -2.2673 -0.4380 -0.7393
N -2.0226 0.8961 -0.8964
C -2.8374 1.5121 -1.7059
C -3.8866 0.8779 -2.4020
C -4.7648 1.6520 -3.3416
C -5.1629 3.0524 -2.8907
F -4.0628 1.7750 -4.5522
N -4.1367 -0.3955 -2.2693
C -3.3211 -1.0706 -1.4097
C -3.5379 -2.4446 -1.1997
F -4.5530 -3.0321 -1.8564
H -3.4078 -5.3132 3.1717
H -4.3974 -6.0713 1.7406
H -1.5924 -5.1503 1.4365
H -2.4106 -5.2003 -0.8906
H -4.0642 -4.8897 -0.3774
H -1.0302 -3.0824 0.9501
H 0.3814 -1.3020 1.2144
H 0.2458 0.0867 0.1578
H -1.3190 1.2028 1.5741
H 0.0820 0.7431 2.4973
H -1.7178 -1.4595 2.7383
H -1.1503 -0.3832 3.9907
H -3.1357 1.1554 2.7338
H -3.2497 0.2965 4.2420
H -4.0840 -1.6239 3.0993
H -5.5047 0.4702 4.1595
H -5.9868 0.5155 0.6287
H -5.3490 -1.0276 0.6118
H -2.6766 2.5676 -1.8651
H -5.6464 1.0718 -3.5829
H -4.6661 3.3902 -1.9887
H -6.2321 3.1310 -2.7288
H -4.9162 3.7508 -3.6840
C 3.3752 1.8745 -1.6429
O 3.3865 0.9788 -0.5268
C 4.4669 0.2071 -0.4529
O 5.3915 0.2150 -1.2230
O 4.3476 -0.5770 0.6172
C 5.4469 -1.4688 0.8199
H 2.4474 2.4365 -1.5790
H 4.2144 2.5656 -1.5907
H 3.3952 1.3245 -2.5824
H 6.3701 -0.9132 0.9720
H 5.5518 -2.1478 -0.0243
H 5.2261 -2.0426 1.7152
C 9.7243 -4.2088 4.6177
O 9.4002 -3.0845 5.4378
C 8.2426 -2.5012 5.1351
O 7.4887 -2.8404 4.2606
O 8.0626 -1.4774 5.9670
C 6.8489 -0.7538 5.7550
H 10.6812 -4.5815 4.9710
H 8.9724 -4.9887 4.7206
H 9.8154 -3.9103 3.5751
H 5.9857 -1.4003 5.9013
H 6.8288 -0.3210 4.7565
H 6.8325 0.0424 6.4932
C 7.4304 0.6649 -4.2102
O 6.9255 -0.0258 -5.3590
C 5.6661 0.2655 -5.6633
O 4.9560 1.0399 -5.0743
O 5.3193 -0.4452 -6.7357
C 3.9781 -0.2277 -7.1766
H 8.4580 0.3391 -4.0782
H 7.4136 1.7411 -4.3736
H 6.8537 0.4093 -3.3229
H 3.8304 0.8128 -7.4601
H 3.2680 -0.5099 -6.4016
H 3.8332 -0.8619 -8.0462
C -8.8068 -4.4068 2.9037
O -8.8730 -5.3530 3.9743
C -7.8883 -6.2478 3.9755
O -6.9917 -6.3126 3.1760
O -8.0640 -7.0602 5.0173
C -7.0690 -8.0776 5.1402
H -9.6596 -3.7456 3.0244
H -7.8888 -3.8254 2.9608
H -8.8727 -4.9108 1.9416
H -6.0834 -7.6369 5.2787
H -7.0703 -8.7244 4.2650
H -7.3309 -8.6595 6.0191
C -0.9349 -6.2550 7.0823
O -0.7538 -6.3930 5.6718
C 0.3404 -7.0698 5.3257
O 1.1451 -7.5451 6.0816
O 0.3871 -7.1229 3.9959
C 1.5203 -7.8232 3.4778
H -1.8506 -5.6874 7.2207
H -1.0404 -7.2303 7.5536
H -0.1030 -5.7113 7.5258
H 1.5170 -8.8592 3.8103
H 2.4449 -7.3337 3.7775
H 1.4314 -7.7926 2.3957
C 3.8332 4.2653 -4.6586
O 2.7960 5.2218 -4.4208
C 3.2327 6.4599 -4.1973
O 4.3831 6.8109 -4.1824
O 2.1742 7.2431 -3.9923
C 2.4971 8.6121 -3.7378
H 3.3542 3.3053 -4.8254
H 4.4064 4.5309 -5.5445
H 4.4909 4.1863 -3.7950
H 3.0193 9.0484 -4.5870
H 3.1024 8.7035 -2.8379
H 1.5570 9.1362 -3.5908
C -2.5746 12.7639 -3.9239
O -2.3524 12.6220 -5.3281
C -1.1792 12.0770 -5.6440
O -0.3370 11.7148 -4.8650
O -1.0993 12.0020 -6.9709
C 0.1176 11.4297 -7.4544
H -3.5559 13.2155 -3.8120
H -2.5657 11.7925 -3.4335
H -1.8242 13.4152 -3.4800
H 0.2284 10.4067 -7.0999
H 0.9726 12.0285 -7.1465
H 0.0483 11.4302 -8.5381
*
```

---

# 2
Entry from the OMol25 dataset: a 6-piece molecular cluster, C39H65IN2O24S5 overall at a distorted geometry (the ωB97M-V functional and the def2-TZVPD basis).

* F_max: 7.10 eV/A
* SMILES: CCNc1c(CCOCC)c(C[C@H](C)I)c(CCCCCCCOC)c2c1C(=O)C(CCN)=CC2=O.O=S1(=O)OCCO1.O=S1(=O)OCCO1.O=S1(=O)OCCO1.O=S1(=O)OCCO1.O=S1(=O)OCCO1
* frontier orbital gap: 7.0 eV

```
! RIJCOSX wB97M-V def2-TZVPD def2/J DEFGRID3
* xyz 0 1
C 0.2894 -1.7200 2.1595
C -0.5035 -0.3705 1.6585
N 0.3291 0.8772 1.8213
C 0.1799 1.8178 0.6927
C -1.1852 2.6508 0.4953
C -2.3324 2.3996 1.5947
C -3.4937 1.3634 1.1501
O -4.7502 1.8751 1.6818
C -5.8887 1.5376 0.8434
C -6.7806 0.2967 1.3778
C -1.3798 3.6729 -0.7305
C -2.8183 4.4125 -0.8428
C -3.9118 3.6080 -1.7210
C -3.3962 3.0944 -3.1594
I -5.7482 4.8187 -2.0227
C -0.1908 3.9344 -1.7857
C -0.3955 5.0152 -2.9967
C -0.5128 6.5282 -2.3906
C 0.7589 7.4724 -2.7078
C 1.6465 7.7227 -1.3552
C 1.2354 9.0650 -0.5523
C 1.9656 10.4131 -1.0673
C 3.2513 10.8545 -0.1821
O 2.9509 11.0353 1.2325
C 4.2014 10.8928 1.9957
C 1.1639 3.1086 -1.6016
C 1.3417 2.0748 -0.3813
C 2.7646 1.2759 -0.3353
O 3.4230 1.0429 0.7339
C 3.3098 0.8450 -1.8174
C 3.9720 -0.6240 -1.9900
C 2.8971 -1.8016 -1.5772
N 1.7550 -1.9275 -2.5299
C 3.1660 1.8014 -2.9101
C 2.4263 3.2356 -2.6338
O 2.8229 4.3373 -3.1414
H 0.9591 -1.4656 3.0593
H -0.5554 -2.4179 2.5666
H 0.8264 -2.2702 1.3066
H -1.3910 -0.2608 2.4118
H -0.8566 -0.4558 0.5653
H 1.2994 0.5429 1.9437
H -1.8700 1.9735 2.5788
H -2.8799 3.3752 1.9305
H -3.2978 0.3533 1.7083
H -3.5080 1.1046 0.0295
H -6.5923 2.4684 0.8416
H -5.6354 1.3224 -0.2588
H -6.9401 0.4030 2.5264
H -7.8349 0.4093 0.8930
H -6.3485 -0.7357 1.0966
H -3.2902 4.5411 0.2200
H -2.7511 5.4829 -1.2801
H -4.2623 2.6886 -1.1276
H -4.1377 2.3291 -3.5923
H -2.3571 2.5645 -3.1156
H -3.3083 3.9441 -3.9546
H 0.4805 5.0239 -3.7414
H -1.3541 4.8275 -3.6025
H -1.5121 6.9827 -2.7928
H -0.6631 6.4060 -1.2432
H 0.3249 8.5217 -2.9908
H 1.3853 7.1240 -3.6077
H 2.7730 7.7650 -1.6190
H 1.4032 6.8304 -0.6472
H 0.0783 9.2335 -0.5292
H 1.5427 8.9251 0.5643
H 1.2540 11.3385 -1.0744
H 2.3624 10.1882 -2.1436
H 4.1276 10.0951 -0.2731
H 3.6687 11.8628 -0.5814
H 4.0576 11.0955 3.1221
H 4.5272 9.7812 1.8977
H 5.0371 11.5816 1.5780
H 4.2015 -0.7383 -3.1200
H 4.8938 -0.7928 -1.3231
H 2.4901 -1.6649 -0.5004
H 3.4994 -2.7935 -1.5670
H 2.0771 -2.1658 -3.4828
H 1.1245 -1.1110 -2.5186
H 3.5477 1.4870 -3.9455
C 2.5024 -5.8835 0.3267
C 1.6154 -7.0920 0.0622
O 0.2822 -6.5833 0.0686
S 0.2954 -5.0601 -0.4976
O -0.0579 -5.0927 -1.8891
O -0.3684 -4.2166 0.4554
O 1.8970 -4.8056 -0.3866
H 2.5114 -5.6260 1.3901
H 3.5265 -6.0401 -0.0168
H 1.7340 -7.8676 0.8171
H 1.8111 -7.5153 -0.9277
C 7.3578 1.7359 -0.7952
C 8.1252 1.1867 0.3992
O 8.5566 -0.1132 -0.0026
S 8.8341 -0.1080 -1.6043
O 10.2408 0.0821 -1.8165
O 8.0951 -1.1855 -2.1962
O 8.0767 1.2885 -1.9453
H 6.3475 1.3184 -0.8411
H 7.2993 2.8256 -0.7824
H 7.5096 1.1279 1.2978
H 9.0153 1.7886 0.6071
C 0.5445 -12.4199 -1.1863
C -0.4211 -11.6799 -0.2710
O 0.3072 -11.4602 0.9365
S 1.8801 -11.2665 0.5784
O 2.1580 -9.8580 0.5224
O 2.6431 -12.1795 1.3776
O 1.8225 -11.8315 -0.9434
H 0.6025 -13.4805 -0.9243
H 0.2731 -12.3209 -2.2387
H -1.3292 -12.2513 -0.0747
H -0.6888 -10.7035 -0.6865
C 0.7974 -6.6750 5.0589
C -0.0190 -5.3984 5.2101
O -0.5518 -5.1417 3.9116
S -0.8189 -6.5586 3.1579
O -2.2050 -6.8983 3.3174
O -0.1635 -6.5234 1.8713
O 0.0520 -7.4976 4.1615
H 1.7709 -6.4693 4.6038
H 0.9437 -7.1863 6.0120
H 0.5845 -4.5565 5.5520
H -0.8585 -5.5462 5.8966
C -8.9689 -4.2767 1.6383
C -9.5795 -4.4279 0.2519
O -10.1142 -3.1424 -0.0603
S -9.1905 -2.0009 0.6373
O -8.2666 -1.5107 -0.3449
O -10.0393 -1.1407 1.4090
O -8.3804 -2.9764 1.6533
H -9.7391 -4.3109 2.4144
H -8.2147 -5.0387 1.8423
H -10.3613 -5.1880 0.2223
H -8.8136 -4.6652 -0.4929
*
```

---

Sequential HOMO level output: -8.7039; -8.1577 eV
Sequential E_tot output: -3578.617094; -5728.265910 a.u.